Record 1
# C2H4Br2S

C2H4Br2S as an isolated structure in a non-equilibrium geometry (the ωB97M-V functional and the def2-TZVPD basis, the Open Molecules 2025 dataset).

```
! RIJCOSX wB97M-V def2-TZVPD def2/J DEFGRID3
* xyz 0 1
C -2.23 -0.78 0.66
C 2.35 0.98 -0.83
S -0.49 -0.67 0.23
Br 2.98 -0.68 -0.22
Br 3.15 2.51 -0.17
H -2.24 -1.01 1.71
H -2.65 -1.53 0.09
H -2.86 0.17 0.41
H 1.99 1.01 -1.87
*
```

Results
HOMO (spin up / spin down) (eV): -9.19 / -8.39
LUMO energy (spin up / spin down) (eV): -0.552 / -1.819
Total energy (eV): -153055.559
ΔE to the lowest compared entry with this formula, charge and spin (eV): 2.7629
Gap between HOMO and LUMO (spin up / spin down) (eV): 8.6 / 6.6

Now the Löwdin charges, all in e: atom 1 (C): -0.56, atom 2 (C): -1.19, atom 3 (S): 0.54, atom 4 (Br): 0.55, atom 5 (Br): 0.61, atom 6 (H): 0.00, atom 7 (H): -0.03, atom 8 (H): 0.08, atom 9 (H): -0.01


Record 2
# C4H6N2O

The molecule C4H6N2O in a non-equilibrium geometry (the ωB97M-V functional and the def2-TZVPD basis, the Open Molecules 2025 dataset).

```
! RIJCOSX wB97M-V def2-TZVPD def2/J DEFGRID3
* xyz 0 1
O -1.43 -1.67 1.51
C -0.86 -0.91 0.76
N -0.36 0.31 1.16
C 0.06 1.24 0.20
C 0.17 0.01 -1.21
C 0.71 -1.43 -1.15
N -0.61 -1.11 -0.63
H -0.38 0.52 2.15
H 0.94 1.78 0.61
H -0.59 2.02 -0.20
H -0.16 0.37 -2.19
H 1.08 0.58 -0.61
H 1.46 -1.59 -0.38
*
```

Results
HOMO (eV): -7.43
LUMO energy (eV): 0.230
Total energy (eV): -9266.451
ΔE to the lowest compared entry with this formula, charge and spin (eV): 7.0508
Gap between HOMO and LUMO (eV): 7.7

Now the Löwdin charges, all in e: atom 1 (O): 0.10, atom 2 (C): -0.52, atom 3 (N): 0.06, atom 4 (C): -0.08, atom 5 (C): -0.24, atom 6 (C): -0.04, atom 7 (N): -0.02, atom 8 (H): 0.15, atom 9 (H): 0.13, atom 10 (H): 0.12, atom 11 (H): 0.13, atom 12 (H): 0.17, atom 13 (H): 0.04


Record 3
# C5H8O

The molecule C5H8O (the ωB97M-V functional and the def2-TZVPD basis, the Open Molecules 2025 dataset).

```
! RIJCOSX wB97M-V def2-TZVPD def2/J DEFGRID3
* xyz 0 1
C 2.84 -0.14 0.17
C 1.41 0.00 -0.07
C 0.22 0.15 -0.23
C -1.22 0.44 -0.31
C -2.07 -0.82 -0.15
O -1.61 1.33 0.72
H 3.19 -1.16 -0.03
H 3.06 0.09 1.22
H 3.42 0.55 -0.45
H -1.43 0.89 -1.30
H -1.84 -1.30 0.80
H -3.13 -0.54 -0.16
H -1.88 -1.52 -0.96
H -0.95 2.03 0.75
*
```

Results
HOMO (eV): -9.64
LUMO energy (eV): 0.882
SMILES string: CC#C[C@@H](C)O
Total energy (eV): -7360.381
ΔE to the lowest compared entry with this formula, charge and spin (eV): 1.8739
Gap between HOMO and LUMO (eV): 10.5

Now the Löwdin charges, all in e: atom 1 (C): -0.11, atom 2 (C): -0.07, atom 3 (C): 0.01, atom 4 (C): -0.46, atom 5 (C): -0.05, atom 6 (O): -0.04, atom 7 (H): 0.08, atom 8 (H): 0.08, atom 9 (H): 0.08, atom 10 (H): 0.14, atom 11 (H): 0.09, atom 12 (H): 0.08, atom 13 (H): 0.08, atom 14 (H): 0.09


Record 4
# C6H9O5Rh

C6H9O5Rh as an isolated structure in a non-equilibrium geometry (the ωB97M-V functional and the def2-TZVPD basis, the Open Molecules 2025 dataset).

```
! RIJCOSX wB97M-V def2-TZVPD def2/J DEFGRID3
* xyz 1 6
O 0.21 -0.87 0.26
C -0.59 -0.34 -0.79
O -1.20 -1.11 -1.53
O -1.43 0.49 0.17
C -2.60 1.03 -0.26
C 1.22 -1.81 -0.14
H 0.70 -2.74 -0.42
H 1.75 -1.44 -1.02
C 2.19 -2.03 1.00
H 2.63 -1.08 1.32
H 1.70 -2.53 1.85
H 3.01 -2.68 0.65
C -3.26 1.96 0.43
H -2.84 0.77 -1.30
H -4.19 2.36 0.01
H -2.79 2.52 1.23
O 2.34 2.41 -1.52
C 1.57 1.97 -0.74
O 1.27 1.87 0.42
Rh 0.04 0.64 1.70
H 0.28 0.61 -1.32
*
```

Results
HOMO (spin up / spin down) (eV): -10.30 / -13.56
LUMO energy (spin up / spin down) (eV): -5.833 / -7.826
Total energy (eV): -19596.747
Gap between HOMO and LUMO (spin up / spin down) (eV): 4.5 / 5.7

Now the Löwdin charges, all in e: atom 1 (O): -0.24, atom 2 (C): -0.51, atom 3 (O): 0.25, atom 4 (O): -0.19, atom 5 (C): -0.19, atom 6 (C): -0.21, atom 7 (H): 0.14, atom 8 (H): 0.15, atom 9 (C): -0.05, atom 10 (H): 0.08, atom 11 (H): 0.09, atom 12 (H): 0.10, atom 13 (C): 0.07, atom 14 (H): 0.14, atom 15 (H): 0.08, atom 16 (H): 0.07, atom 17 (O): 0.16, atom 18 (C): -0.53, atom 19 (O): -0.08, atom 20 (Rh): 1.39, atom 21 (H): 0.27